[1]
# C22H60Br2F6N5O13S2V

C22H60Br2F6N5O13S2V as an isolated structure at a distorted geometry (ωB97M-V with the def2-TZVPD basis set, the OMol25 dataset).

Values from the calculation:
Lowest unoccupied orbital energy ... -5.07 eV
Electronic energy ... -9613.2327 a.u.

The geometry in ORCA input format:
```
! wB97M-V def2-TZVPD RIJCOSX def2/J DEFGRID3
* xyz 2 1
O 0.782 0.070 -0.224
V -0.432 0.412 -1.200
O -1.764 0.599 -0.327
C -4.118 2.350 0.548
C -4.043 3.737 -0.058
C -3.270 4.768 0.788
O -3.275 6.027 0.117
C -4.457 6.775 0.279
N -3.493 3.794 -1.443
H -3.649 4.712 -1.862
H -2.470 3.693 -1.462
H -3.906 3.079 -2.048
H -4.335 2.338 1.616
H -3.206 1.745 0.500
H -4.841 1.730 0.015
H -5.030 4.182 -0.186
H -2.190 4.624 0.863
H -3.628 4.833 1.818
H -5.416 6.297 0.023
H -4.537 7.636 -0.384
H -4.604 7.074 1.320
C 3.104 -2.336 -0.892
C 4.527 -1.802 -0.754
C 5.454 -2.905 -0.221
O 6.815 -2.629 -0.339
C 7.351 -1.871 0.722
N 4.961 -1.470 -2.141
H 4.973 -2.291 -2.748
H 4.313 -0.770 -2.532
H 5.894 -1.056 -2.108
H 2.628 -2.580 0.057
H 3.030 -3.301 -1.404
H 2.436 -1.697 -1.471
H 4.669 -0.863 -0.220
H 5.191 -3.813 -0.767
H 5.188 -3.074 0.829
H 6.838 -0.904 0.809
H 8.394 -1.657 0.497
H 7.271 -2.416 1.666
C -6.191 0.158 5.374
C -6.071 -1.264 4.841
C -5.708 -1.400 3.377
O -4.362 -1.030 3.171
C -3.870 -1.330 1.874
N -4.985 -2.008 5.643
H -4.180 -1.382 5.601
H -5.282 -2.052 6.619
H -4.807 -2.954 5.312
H -5.176 0.566 5.422
H -6.616 0.168 6.375
H -6.706 0.747 4.621
H -7.046 -1.741 4.951
H -6.336 -0.756 2.751
H -5.939 -2.394 2.972
H -2.864 -0.919 1.805
H -4.393 -1.003 0.971
H -3.812 -2.419 1.773
C -1.347 -3.874 2.454
C 0.182 -3.845 2.456
C 0.844 -4.815 1.534
O 2.246 -4.575 1.539
C 2.936 -5.382 0.618
N 0.600 -2.429 2.137
H 0.059 -1.774 2.705
H 1.573 -2.310 2.414
H 0.415 -2.117 1.181
H -1.824 -4.810 2.745
H -1.708 -3.697 1.436
H -1.806 -3.106 3.081
H 0.501 -3.947 3.496
H 0.490 -4.570 0.523
H 0.650 -5.857 1.791
H 2.623 -5.204 -0.419
H 2.784 -6.461 0.714
H 4.002 -5.179 0.684
C 3.477 2.072 0.548
C 4.504 2.668 -0.394
C 3.995 2.667 -1.834
O 4.719 3.559 -2.657
C 4.474 3.279 -4.026
N 4.760 4.144 -0.077
H 3.864 4.506 0.258
H 5.472 4.313 0.631
H 5.007 4.669 -0.926
H 2.521 2.597 0.539
H 3.834 1.926 1.569
H 3.255 1.063 0.192
H 5.480 2.187 -0.453
H 2.937 2.947 -1.882
H 4.124 1.644 -2.195
H 4.783 2.263 -4.291
H 5.104 3.939 -4.619
H 3.432 3.380 -4.335
C -4.340 0.085 -3.177
F -5.401 0.473 -3.893
F -4.345 0.866 -2.058
F -4.466 -1.211 -2.931
S -2.675 0.453 -4.103
O -2.908 1.657 -4.883
O -1.744 0.640 -2.990
O -2.478 -0.754 -4.895
C 1.568 -1.359 -5.089
F 0.321 -1.532 -5.423
F 1.985 -2.363 -4.268
F 2.422 -1.351 -6.094
S 1.746 0.234 -4.095
O 0.822 0.070 -2.960
O 3.158 0.149 -3.694
O 1.471 1.316 -5.004
Br -0.039 3.181 -1.486
Br -0.877 -2.455 -1.224
*
```

Here are the Mulliken charges for atoms 1 to 2, given in e:
1. O -0.4744
2. V 0.5641

---

[2]
# C22H60F6O20PS8

A 9-piece molecular cluster, C22H60F6O20PS8 overall at a distorted geometry (ωB97M-V with the def2-TZVPD basis set, the OMol25 dataset).

Values from the calculation:
Lowest unoccupied orbital energy ... 1.87 eV
ΔE to the lowest compared entry with this formula, charge and spin ... 1.824 eV
Electronic energy ... -6505.2692 a.u.

The geometry in ORCA input format:
```
! wB97M-V def2-TZVPD RIJCOSX def2/J DEFGRID3
* xyz -1 1
P 4.798 -23.342 -1.563
F 4.600 -24.435 -2.794
F 4.209 -24.518 -0.588
F 6.274 -23.934 -1.315
F 4.898 -22.349 -0.285
F 5.369 -22.316 -2.632
F 3.249 -22.887 -1.801
O 8.595 -27.573 -0.555
S 7.735 -28.221 -1.529
O 8.333 -28.995 -2.600
O 6.659 -29.101 -0.709
C 6.011 -28.460 0.398
C 6.746 -28.857 1.699
C 6.682 -26.947 -2.205
H 5.014 -28.883 0.496
H 5.926 -27.377 0.353
H 6.380 -28.283 2.554
H 7.818 -28.695 1.612
H 6.555 -29.894 1.976
H 6.417 -26.174 -1.489
H 5.764 -27.420 -2.564
H 7.075 -26.510 -3.124
O 10.800 -24.405 -4.355
S 9.702 -25.176 -3.833
O 8.576 -25.622 -4.612
O 10.258 -26.497 -3.056
C 11.332 -26.228 -2.125
C 12.275 -27.419 -2.219
C 9.081 -24.307 -2.398
H 10.868 -26.038 -1.158
H 11.943 -25.368 -2.405
H 12.820 -27.471 -1.272
H 12.951 -27.301 -3.061
H 11.728 -28.359 -2.290
H 8.255 -23.667 -2.710
H 9.770 -23.830 -1.712
H 8.537 -25.067 -1.832
O 2.501 -21.668 4.263
S 2.032 -22.435 3.132
O 0.959 -23.381 3.294
O 1.688 -21.380 1.941
C 1.162 -21.885 0.680
C -0.354 -21.977 0.755
C 3.504 -23.263 2.444
H 1.593 -22.834 0.365
H 1.414 -21.087 -0.017
H -0.833 -21.015 0.928
H -0.690 -22.765 1.424
H -0.697 -22.292 -0.238
H 3.235 -23.856 1.574
H 4.035 -23.761 3.249
H 4.164 -22.438 2.183
O 4.428 -17.724 -3.504
S 3.845 -17.590 -4.819
O 4.330 -16.623 -5.759
O 3.928 -19.124 -5.507
C 3.523 -20.195 -4.624
C 4.063 -21.487 -5.199
C 2.044 -17.463 -4.752
H 2.430 -20.124 -4.650
H 3.737 -20.135 -3.554
H 5.150 -21.516 -5.202
H 3.650 -21.659 -6.194
H 3.747 -22.341 -4.597
H 1.715 -18.045 -3.895
H 1.625 -17.858 -5.675
H 1.745 -16.419 -4.692
O 5.053 -25.263 -8.279
S 4.450 -25.382 -6.986
O 3.152 -24.828 -6.682
O 4.413 -26.969 -6.567
C 5.512 -27.783 -6.942
C 5.571 -28.956 -5.977
C 5.552 -24.780 -5.689
H 6.470 -27.289 -6.749
H 5.409 -28.114 -7.975
H 6.301 -29.683 -6.341
H 4.621 -29.495 -5.947
H 5.874 -28.701 -4.963
H 6.528 -25.165 -5.974
H 5.226 -25.159 -4.726
H 5.477 -23.698 -5.744
O 4.978 -16.734 1.382
S 5.497 -18.008 0.949
O 6.741 -18.116 0.229
O 5.667 -18.929 2.268
C 4.551 -19.158 3.113
C 4.980 -19.460 4.536
C 4.253 -19.044 0.078
H 3.924 -19.943 2.687
H 3.808 -18.360 3.232
H 4.161 -19.461 5.251
H 5.718 -18.742 4.903
H 5.493 -20.422 4.598
H 4.049 -18.648 -0.914
H 3.374 -18.986 0.717
H 4.633 -20.060 0.017
C 7.699 -22.007 2.396
S 7.159 -23.294 3.572
O 5.845 -22.815 4.121
C 6.747 -24.523 2.283
H 8.731 -22.217 2.119
H 7.627 -21.047 2.904
H 7.032 -22.024 1.535
H 7.617 -24.901 1.738
H 6.019 -24.076 1.611
H 6.444 -25.426 2.817
C -0.039 -23.664 -5.408
S -0.165 -23.606 -3.565
O -1.611 -23.374 -3.283
C 0.795 -22.059 -3.295
H -0.491 -24.451 -6.006
H 0.999 -23.634 -5.758
H -0.418 -22.701 -5.766
H 0.221 -21.228 -3.709
H 1.833 -22.009 -3.609
H 0.852 -21.952 -2.211
*
```

Here are the Mulliken charges for atoms 1 to 2, given in e:
1. P 1.6589
2. F -0.4522

---

[3]
# C22H60N18O17PSi2

C22H60N18O17PSi2 as an isolated structure at a distorted geometry (ωB97M-V with the def2-TZVPD basis set, the OMol25 dataset).

Values from the calculation:
Lowest unoccupied orbital energy ... 1.57 eV
Electronic energy ... -4059.9276 a.u.

The geometry in ORCA input format:
```
! wB97M-V def2-TZVPD RIJCOSX def2/J DEFGRID3
* xyz -1 1
C -6.134 1.333 0.711
C -5.796 1.528 1.840
Si -5.257 1.326 3.560
O -4.898 -0.234 3.934
Si -4.223 -1.208 2.736
C -2.835 -0.357 1.790
C -2.382 -1.155 0.539
C -0.927 -1.637 0.642
P -0.092 -1.839 -0.951
O -0.264 -3.244 -1.394
O -0.726 -0.860 -2.051
C -1.905 -1.382 -2.705
C -1.585 -1.864 -4.097
O 1.377 -1.363 -0.685
C 2.458 -2.002 -1.437
C 3.718 -1.728 -0.641
C -3.587 -2.740 3.649
C -2.752 -3.672 2.778
C -2.900 -5.133 3.163
O -3.754 -5.606 3.841
O -1.927 -5.934 2.626
C -5.620 -1.837 1.592
O -5.291 -2.502 0.562
O -6.802 -1.568 1.986
H -6.301 1.103 -0.315
H -4.030 2.153 3.705
H -6.218 1.826 4.560
H -2.006 -0.200 2.485
H -3.103 0.639 1.445
H -3.079 -1.957 0.307
H -2.419 -0.470 -0.301
H -0.805 -2.600 1.123
H -0.363 -0.867 1.166
H -2.434 -2.125 -2.120
H -2.591 -0.541 -2.807
H -1.311 -0.993 -4.693
H -2.472 -2.273 -4.570
H -0.749 -2.555 -4.111
H 2.558 -1.516 -2.393
H 2.340 -3.074 -1.515
H 3.774 -0.691 -0.317
H 3.652 -2.333 0.265
H 4.601 -2.073 -1.166
H -4.475 -3.236 4.030
H -2.982 -2.442 4.506
H -3.002 -3.626 1.720
H -1.702 -3.447 2.965
H -1.190 -5.353 2.406
C 3.641 1.213 1.924
O 3.911 1.125 0.740
N 2.346 1.317 2.363
N 4.589 1.213 2.910
H 2.096 1.393 3.329
H 1.625 1.314 1.667
H 5.555 1.143 2.624
H 4.362 1.289 3.882
C 4.076 -3.485 -4.546
O 3.674 -2.456 -4.041
N 5.398 -3.848 -4.526
N 3.239 -4.370 -5.172
H 5.743 -4.696 -4.931
H 6.036 -3.226 -4.067
H 2.263 -4.138 -5.196
H 3.551 -5.225 -5.587
C 2.443 -5.962 0.065
O 3.395 -5.280 -0.273
N 1.158 -5.513 0.048
N 2.599 -7.261 0.495
H 0.381 -6.084 0.321
H 0.982 -4.566 -0.262
H 3.530 -7.628 0.521
H 1.833 -7.842 0.777
C -8.362 2.074 -2.577
O -7.392 1.798 -1.900
N -9.584 2.349 -2.027
N -8.312 2.088 -3.944
H -10.397 2.564 -2.570
H -9.650 2.328 -1.026
H -7.430 1.882 -4.376
H -9.111 2.278 -4.518
C 8.130 2.814 2.450
O 7.682 1.826 1.892
N 9.478 3.080 2.483
N 7.342 3.732 3.074
H 9.868 3.886 2.931
H 10.087 2.426 2.030
H 6.344 3.581 3.080
H 7.704 4.554 3.516
C -7.008 -2.015 -3.871
O -6.663 -2.717 -4.811
N -6.793 -2.354 -2.571
N -7.637 -0.807 -4.063
H -7.053 -1.775 -1.792
H -6.322 -3.220 -2.390
H -7.794 -0.517 -5.007
H -7.929 -0.221 -3.308
C 6.282 6.608 0.868
O 6.208 6.401 2.069
N 6.645 5.628 -0.004
N 6.001 7.826 0.311
H 6.706 5.766 -0.994
H 6.843 4.720 0.379
H 5.724 8.564 0.929
H 6.053 8.004 -0.673
C -1.207 2.696 -4.138
O -1.176 2.148 -5.227
N -1.147 2.014 -2.961
N -1.307 4.062 -4.014
H -1.174 2.462 -2.066
H -1.072 1.012 -3.001
H -1.354 4.598 -4.859
H -1.335 4.533 -3.131
C 4.638 5.323 5.154
O 4.351 4.543 4.265
N 5.377 6.456 4.948
N 4.245 5.118 6.455
H 5.621 7.081 5.692
H 5.689 6.662 4.010
H 3.703 4.299 6.648
H 4.471 5.744 7.204
*
```

Here are the Mulliken charges for atoms 1 to 2, given in e:
1. C 0.0018
2. C -0.7752

---

[4]
# C22H60N3O9P3S

A 4-piece molecular cluster, C22H60N3O9P3S overall at a distorted geometry (ωB97M-V with the def2-TZVPD basis set, the OMol25 dataset).

Values from the calculation:
Lowest unoccupied orbital energy ... -0.29 eV
Electronic energy ... -3137.6808 a.u.
Structure (SMILES) ... COCCCCCCCCC[PH2](P(=O)(O)O)P(O)(O)=S.COC[C@@H](C)N.COC[C@@H](C)N.COC[C@@H](C)N

The geometry in ORCA input format:
```
! wB97M-V def2-TZVPD RIJCOSX def2/J DEFGRID3
* xyz 0 1
C 4.970 0.854 2.024
O 4.876 -0.589 1.629
C 3.883 -0.561 0.518
C 3.017 -1.968 0.391
C 3.416 -2.879 -0.912
C 2.355 -2.721 -2.182
C 3.064 -2.126 -3.544
C 2.777 -0.523 -3.798
C 1.182 -0.200 -4.183
C 1.161 1.343 -4.735
C -0.284 2.106 -4.633
P -1.234 1.847 -2.999
P 0.445 2.429 -1.737
O 1.369 3.578 -2.348
O 1.362 1.042 -1.156
O -0.268 3.147 -0.276
P -3.065 1.462 -4.202
O -3.373 2.738 -5.377
O -4.424 1.543 -3.065
S -3.093 -0.329 -4.986
H 4.028 1.176 2.648
H 4.954 1.524 1.042
H 5.972 1.109 2.584
H 3.123 0.314 0.806
H 4.470 -0.322 -0.472
H 1.886 -1.630 0.233
H 3.058 -2.567 1.398
H 3.327 -4.013 -0.568
H 4.542 -2.751 -1.269
H 1.908 -3.787 -2.446
H 1.454 -1.991 -1.907
H 4.236 -2.258 -3.388
H 2.780 -2.690 -4.530
H 3.186 0.180 -2.953
H 3.387 -0.232 -4.781
H 0.889 -0.989 -5.000
H 0.584 -0.388 -3.196
H 1.423 1.282 -5.898
H 2.067 1.938 -4.254
H -0.960 1.758 -5.548
H -0.059 3.274 -4.711
H -2.028 2.860 -2.306
H -1.281 0.483 -2.477
H 0.768 0.234 -1.054
H -0.441 2.378 0.358
H -3.870 3.513 -4.936
H -4.003 1.637 -2.141
C -1.948 -0.041 1.920
C -2.555 1.360 1.891
C -3.503 1.650 3.079
O -4.789 1.033 2.971
C -4.817 -0.334 3.352
N -3.232 1.560 0.601
H -2.652 -0.813 1.599
H -1.089 -0.096 1.241
H -1.595 -0.296 2.924
H -1.723 2.073 1.956
H -3.693 2.729 3.099
H -3.033 1.401 4.038
H -4.129 -0.549 4.175
H -4.595 -0.966 2.490
H -5.832 -0.572 3.679
H -3.546 2.530 0.545
H -4.105 1.025 0.629
C 9.317 -2.954 3.626
C 8.059 -2.171 3.258
C 7.469 -1.357 4.435
O 6.762 -2.143 5.398
C 7.592 -2.801 6.341
N 7.067 -3.098 2.694
H 9.098 -3.861 4.196
H 9.845 -3.272 2.719
H 10.006 -2.339 4.213
H 8.343 -1.455 2.476
H 6.731 -0.660 4.021
H 8.235 -0.743 4.923
H 8.476 -2.210 6.599
H 7.884 -3.782 5.961
H 7.008 -2.965 7.250
H 6.271 -2.556 2.355
H 6.679 -3.638 3.472
C -9.759 1.621 -1.465
C -8.398 1.124 -1.946
C -7.708 0.152 -0.959
O -7.131 0.787 0.185
C -8.057 1.091 1.217
N -7.545 2.283 -2.245
H -9.680 2.394 -0.698
H -10.318 2.061 -2.299
H -10.358 0.798 -1.061
H -8.568 0.573 -2.880
H -6.873 -0.323 -1.487
H -8.382 -0.657 -0.654
H -8.849 0.340 1.297
H -8.484 2.083 1.054
H -7.512 1.121 2.163
H -6.675 1.949 -2.663
H -7.246 2.680 -1.350
*
```

Here are the Mulliken charges for atoms 1 to 2, given in e:
1. C -0.7442
2. O -0.2142